Entry 1:
Computed, not measured: a cluster of 2 separate species, C3HN7O5 in total, with ωB97M-V with the def2-TZVPD basis set.

## Properties
Total charge: +2
Max |F| (eV/Å): 3.42
LUMO energy (alpha / beta) (eV): -9.57 / -9.57
HOMO energy (alpha / beta) (eV): -17.187 / -17.126
Energy above the lowest of the compared OMol25 structures with the same formula, charge and spin (eV): 0.335

Each line ends with the Mulliken charge.
Atoms and positions in Å:
1 C 1.2777 -1.3258 -0.1386  0.59
2 C -1.3739 -0.8051 -1.0751  -0.03
3 C 1.4128 1.1746 0.2196  0.45
4 N 2.6026 -1.4326 0.1353  -0.54
5 N -0.5895 -0.1638 -0.4511  -0.51
6 N 2.7334 0.8948 0.4317  -0.16
7 N 0.6566 -0.0934 -0.0438  0.52
8 N 0.5908 -2.2269 -0.9124  0.31
9 N 3.3064 -0.3689 0.4637  1.04
10 N -6.4713 1.3680 0.3178  1.37
11 O -6.4678 0.3325 0.6612  -0.19
12 O 0.9142 2.1963 -0.0276  -0.36
13 O 0.1324 -3.2730 -0.9340  -0.17
14 O 4.4683 -0.4260 0.5898  -0.47
15 O -6.5311 2.4271 0.0770  -0.18
16 H 3.3382 1.7221 0.6864  0.33

=====

Entry 2:
Computed, not measured: a structure of composition C30H38N2PtS4Si2, with ωB97M-V with the def2-TZVPD basis set.

## Properties
Max |F| (eV/Å): 1.57
2S+1: 5
LUMO energy (alpha / beta) (eV): -0.08 / -2.91
HOMO energy (alpha / beta) (eV): -6.970 / -8.285
Energy above the lowest of the compared OMol25 structures with the same formula, charge and spin (eV): 1.247

Each line ends with the Mulliken spin population.
Atoms and positions in Å:
1 Pt -1.3564 0.3091 0.1337  1.44
2 C 3.4781 4.7061 -0.8260  0.00
3 C 4.2802 3.4325 -0.5165  0.00
4 C 4.2656 2.5083 -1.7427  0.00
5 C 5.7238 3.8424 -0.2178  0.00
6 C 3.6319 2.7232 0.6613  0.01
7 C 4.3183 2.4281 1.8453  0.00
8 C 3.6922 1.8653 2.9400  0.00
9 C 2.3486 1.5590 2.8429  0.00
10 S 1.2645 0.9179 4.0466  0.00
11 C -0.0235 0.9826 2.8522  0.04
12 N 0.3406 1.4060 1.6829  0.04
13 C 1.6477 1.7769 1.6383  0.02
14 C 2.2959 2.3698 0.5610  -0.01
15 C -1.3946 0.6304 3.1236  -0.01
16 C -1.8580 0.3807 4.4156  -0.01
17 C -3.1972 0.1268 4.6268  0.02
18 C -4.0816 0.1598 3.5595  -0.01
19 C -3.6246 0.4060 2.2731  -0.07
20 C -2.2735 0.5974 2.0228  0.36
21 H 3.9374 5.2409 -1.6544  0.00
22 H 3.4592 5.3633 0.0415  0.00
23 H 2.4517 4.4782 -1.0990  0.00
24 H 4.7289 3.0058 -2.5914  0.00
25 H 3.2508 2.2399 -2.0215  0.00
26 H 4.8180 1.5938 -1.5384  0.00
27 H 6.1460 4.3586 -1.0764  0.00
28 H 6.3463 2.9758 -0.0103  0.00
29 H 5.7616 4.5191 0.6329  0.00
30 H 5.3689 2.6442 1.9319  0.00
31 H 4.2369 1.6765 3.8536  0.00
32 H 1.7223 2.5524 -0.3325  -0.01
33 H -1.1593 0.3943 5.2408  0.00
34 H -3.5550 -0.0867 5.6219  0.00
35 H -5.1342 -0.0169 3.7246  0.00
36 H -4.3376 0.4642 1.4604  0.01
37 C -4.3803 -1.1590 -2.0202  0.00
38 Si -2.6170 -1.7026 -2.4936  0.05
39 C -1.8205 -0.5477 -3.7876  0.00
40 C -2.8423 -3.4150 -3.3313  0.01
41 C -1.4824 -1.6846 -0.9575  0.43
42 C -0.0433 -1.6985 -1.1991  -0.08
43 C 0.6208 -2.5537 -2.0863  0.04
44 C 1.9975 -2.5203 -2.1538  0.00
45 C 2.6938 -1.6256 -1.3478  0.02
46 C 1.9712 -0.7949 -0.5103  0.00
47 N 0.6513 -0.8381 -0.4368  0.07
48 Si -1.8207 -2.8594 0.5177  0.02
49 C -1.4669 -4.6486 -0.0771  0.03
50 C -3.6289 -2.8022 1.1116  0.00
51 C -0.6064 -2.5271 1.9645  0.04
52 H -4.8872 -0.7279 -2.8781  0.00
53 H -4.3779 -0.4078 -1.2386  0.00
54 H -4.9752 -1.9973 -1.6727  0.00
55 H -2.3502 -0.5897 -4.7346  0.00
56 H -0.7846 -0.8180 -3.9757  0.00
57 H -1.8296 0.4862 -3.4571  0.00
58 H -3.4409 -3.2874 -4.2286  0.00
59 H -3.3717 -4.1096 -2.6880  0.00
60 H -1.9109 -3.8834 -3.6316  0.00
61 H 0.0457 -3.2328 -2.6943  0.00
62 H 2.5276 -3.1857 -2.8195  0.00
63 H 3.7707 -1.5771 -1.3702  0.00
64 H 2.4750 -0.0732 0.1185  0.00
65 H -2.0825 -4.9202 -0.9273  0.00
66 H -1.6764 -5.3578 0.7177  0.00
67 H -0.4289 -4.7782 -0.3691  0.00
68 H -4.2808 -3.3393 0.4321  0.00
69 H -3.9954 -1.7875 1.2034  0.00
70 H -3.7135 -3.2735 2.0864  0.00
71 H 0.2683 -3.1681 1.8961  0.00
72 H -1.0789 -2.7114 2.9253  0.00
73 H -0.2554 -1.4968 1.9622  -0.02
74 S -2.3751 4.2899 -2.2109  0.98
75 C -2.1052 2.8027 -1.4970  -0.11
76 S -3.3587 1.8972 -0.7821  0.33
77 S -0.5539 2.0923 -1.4650  0.36

=====

Entry 3:
Computed, not measured: a cluster of 2 separate species, C6H15O in total, with ωB97M-V with the def2-TZVPD basis set.

## Properties
Total charge: -1
Max |F| (eV/Å): 0.69
LUMO energy (eV): 4.20
HOMO energy (eV): -2.534
Energy above the lowest of the compared OMol25 structures with the same formula, charge and spin (eV): 0.053

Each line ends with the Mulliken charge.
Atoms and positions in Å:
1 C -1.3437 2.0478 1.4919  -1.36
2 C -1.6286 -1.4539 -0.1784  -1.05
3 C -1.7271 -0.3712 0.8937  -0.50
4 C -1.3520 1.0015 0.3728  0.07
5 H -2.3124 2.1150 1.9993  0.34
6 H -1.0962 3.0412 1.1231  0.36
7 H -0.6191 1.7646 2.2519  0.32
8 H -1.9439 -2.4178 0.2263  0.33
9 H -0.5820 -1.4954 -0.4957  0.17
10 H -2.2892 -1.2282 -1.0234  0.28
11 H -1.0442 -0.6542 1.6937  0.27
12 H -2.7229 -0.3929 1.3471  0.45
13 H -0.3196 0.8939 0.0256  -0.04
14 H -2.0402 1.3264 -0.4213  0.36
15 C 2.3768 0.0156 -0.6716  -0.42
16 O 1.3322 -0.3914 0.0662  -0.77
17 C 2.8969 -1.0591 -1.6536  -1.14
18 H 3.2695 0.3327 -0.0609  0.22
19 H 2.1621 0.9207 -1.3109  0.21
20 H 3.7510 -0.7101 -2.2437  0.40
21 H 2.0827 -1.3243 -2.3359  0.25
22 H 3.1498 -1.9610 -1.0961  0.24

=====

Entry 4:
Computed, not measured: a structure of composition C3H14NORe, with ωB97M-V with the def2-TZVPD basis set.

## Properties
Total charge: +1
Max |F| (eV/Å): 6.35
2S+1: 4
LUMO energy (alpha / beta) (eV): -4.30 / -4.22
HOMO energy (alpha / beta) (eV): -10.912 / -13.276
Energy above the lowest of the compared OMol25 structures with the same formula, charge and spin (eV): 0.184

Each line ends with the Mulliken spin population.
Atoms and positions in Å:
1 C -0.1056 -0.3543 -2.9886  -0.10
2 Re -0.4733 -0.2057 -0.9483  2.72
3 N -1.2669 -2.0669 -0.5059  0.05
4 H 0.9384 -1.0494 -0.6708  0.01
5 H -0.7362 -2.5349 0.2346  0.01
6 H -1.6829 0.1335 0.1593  0.06
7 H -0.5667 -1.2311 -3.4744  0.04
8 H 0.9909 -0.3822 -3.1465  0.04
9 H -0.5011 0.5519 -3.4810  0.02
10 H -2.2211 -1.9784 -0.1456  0.02
11 H -1.2960 -2.7519 -1.2658  0.02
12 C 0.3906 1.3927 2.7527  0.01
13 C 1.3742 1.0742 1.6711  0.01
14 O 0.3872 1.0981 0.0842  0.09
15 H 0.0729 2.4450 2.6813  0.00
16 H 0.8615 1.2538 3.7377  0.00
17 H -0.4959 0.7372 2.7223  -0.01
18 H 2.0487 1.8567 1.3434  0.00
19 H 1.7082 0.0449 1.5702  0.01
20 H 0.5730 1.9669 -0.3299  0.01

=====

Entry 5:
Computed, not measured: a structure of composition C44H38CsN6O3SSbSe8, with ωB97M-V with the def2-TZVPD basis set.

## Properties
Total charge: -2
Max |F| (eV/Å): 1.03
LUMO energy (eV): 2.96
HOMO energy (eV): -1.068
Energy above the lowest of the compared OMol25 structures with the same formula, charge and spin (eV): 1.002

Each line ends with the Mulliken charge.
Atoms and positions in Å:
1 Cs 0.6765 0.9869 0.5402  0.59
2 Se 1.1983 -4.5695 -1.2126  -0.13
3 Se 2.1553 -5.2640 0.7557  -0.10
4 C 1.1196 -4.2853 2.0660  0.12
5 C 0.9618 -4.8888 3.3119  -0.69
6 C 0.2824 -4.1760 4.2900  -0.49
7 C -0.1940 -2.9088 3.9892  -0.93
8 C 0.0246 -2.4079 2.7133  -0.88
9 N 0.6635 -3.0913 1.7596  0.55
10 C 2.3014 -3.0300 -1.6238  0.10
11 C 2.6320 -2.8245 -2.9584  -0.79
12 C 3.3894 -1.7024 -3.2690  -0.68
13 C 3.7745 -0.8486 -2.2494  -0.80
14 C 3.3787 -1.1539 -0.9543  -1.02
15 N 2.6584 -2.2316 -0.6396  0.47
16 H 1.3379 -5.8873 3.4985  0.44
17 H 0.1318 -4.6064 5.2727  0.36
18 H -0.7162 -2.3014 4.7182  0.54
19 H -0.2866 -1.4036 2.4636  1.05
20 H 2.3308 -3.5318 -3.7201  0.45
21 H 3.6814 -1.5100 -4.2957  0.41
22 H 4.3764 0.0364 -2.4125  0.66
23 H 3.6598 -0.4956 -0.1421  1.24
24 O -6.7891 -1.5386 -0.7806  -0.53
25 C -5.6527 -1.6247 -1.6348  -0.44
26 C -4.3931 -1.6148 -0.8207  0.76
27 C -3.2286 -2.1532 -1.3496  -0.64
28 C -2.0468 -2.0216 -0.6387  -0.44
29 N -1.9740 -1.4228 0.5477  0.22
30 C -3.0998 -0.9374 1.0747  0.47
31 C -4.3291 -1.0069 0.4222  -1.15
32 C -2.9694 -0.2248 2.3793  0.36
33 C -3.9841 -0.2122 3.3156  -0.78
34 C -3.8176 0.5528 4.4754  0.60
35 C -4.9388 0.7011 5.4644  -0.76
36 O -5.9681 1.5580 4.9640  -0.55
37 C -2.6464 1.2597 4.6294  -1.33
38 C -1.6696 1.1921 3.6335  -0.75
39 N -1.8247 0.4541 2.5392  0.52
40 H -7.5645 -1.3826 -1.3243  0.31
41 H -5.6209 -0.7733 -2.3217  0.11
42 H -5.6851 -2.5359 -2.2396  0.29
43 H -3.2310 -2.6388 -2.3185  0.43
44 H -1.1104 -2.4038 -1.0316  0.04
45 H -5.2083 -0.5552 0.8612  0.64
46 H -4.8994 -0.7699 3.1505  0.59
47 H -4.5449 1.0862 6.4091  0.34
48 H -5.4207 -0.2572 5.6611  0.35
49 H -5.5349 2.3364 4.5922  0.36
50 H -2.4801 1.9156 5.4759  0.49
51 H -0.7401 1.7514 3.7174  0.62
52 Se 6.6442 1.7478 1.2898  -0.17
53 Se 6.5694 -0.4716 0.7034  -0.09
54 C 5.2137 -1.0753 1.9466  0.43
55 C 5.1797 -2.4250 2.2839  -0.84
56 C 4.1915 -2.8385 3.1629  -0.16
57 C 3.2996 -1.9046 3.6701  -0.64
58 C 3.4031 -0.5889 3.2457  -0.36
59 N 4.3429 -0.1846 2.3822  0.09
60 C 5.1142 2.4985 0.3603  0.23
61 C 4.6645 3.7201 0.8523  -0.56
62 C 3.6288 4.3490 0.1857  -0.57
63 C 3.0967 3.7402 -0.9466  -0.27
64 C 3.5798 2.5002 -1.3072  0.03
65 N 4.5807 1.8684 -0.6657  -0.11
66 H 5.9028 -3.1218 1.8794  0.35
67 H 4.1208 -3.8803 3.4536  0.47
68 H 2.5206 -2.1915 4.3655  0.53
69 H 2.7150 0.1844 3.5853  0.28
70 H 5.0616 4.1394 1.7669  0.35
71 H 3.1894 5.2603 0.5860  0.50
72 H 2.2553 4.1807 -1.4624  0.40
73 H 3.1471 1.9520 -2.1420  0.14
74 Se -1.9841 4.5340 3.3852  -0.73
75 Sb 0.1180 4.5666 2.1104  0.87
76 Se -0.4253 3.9401 -0.2645  -0.56
77 Se 1.6260 2.7738 3.0020  -0.83
78 Se 1.3048 6.7099 2.1130  -0.84
79 O 0.2043 -0.2082 -2.0829  0.08
80 S -0.5767 1.0532 -2.3056  -0.35
81 C 0.3766 1.9923 -3.4983  0.95
82 C 0.2186 3.3679 -3.5778  -0.59
83 C 1.0217 4.0729 -4.4673  -0.72
84 C 1.9631 3.4078 -5.2417  -0.57
85 C 2.1156 2.0289 -5.1359  -0.60
86 C 1.3190 1.3115 -4.2551  -0.29
87 C -1.9447 0.5900 -3.3698  -0.22
88 C -1.8953 -0.6089 -4.0624  -0.21
89 C -2.9879 -0.9855 -4.8319  -0.61
90 C -4.1155 -0.1718 -4.8875  -0.46
91 C -4.1562 1.0196 -4.1714  -0.71
92 C -3.0668 1.4059 -3.3997  -0.25
93 H -0.4656 3.8867 -2.9115  0.49
94 H 0.9336 5.1515 -4.5200  0.40
95 H 2.5996 3.9703 -5.9156  0.37
96 H 2.8701 1.5169 -5.7230  0.39
97 H 1.4425 0.2445 -4.1071  0.25
98 H -1.0127 -1.2337 -3.9614  0.32
99 H -2.9656 -1.9217 -5.3801  0.42
100 H -4.9707 -0.4728 -5.4833  0.38
101 H -5.0414 1.6456 -4.2018  0.43
102 H -3.0919 2.3158 -2.8047  0.53

=====

Entry 6:
Computed, not measured: an isolated molecule of C5H9N, with ωB97M-V with the def2-TZVPD basis set.

## Properties
Max |F| (eV/Å): 1.10
SMILES string: CC[C@@H](C)C#N
LUMO energy (eV): 0.93
HOMO energy (eV): -11.442
Energy above the lowest of the compared OMol25 structures with the same formula, charge and spin (eV): 0.047

Each line ends with the Mulliken charge.
Atoms and positions in Å:
1 C 0.8066 -1.3368 -1.2056  -1.24
2 C 0.8289 -0.3753 -0.0224  -0.57
3 C -0.5639 0.1268 0.4056  0.68
4 C -0.4633 1.2910 1.3983  -1.45
5 C -1.3653 0.5265 -0.7642  0.09
6 N -1.9891 0.8356 -1.6884  -0.47
7 H 0.1728 -2.2073 -1.0017  0.29
8 H 0.4149 -0.8415 -2.0999  0.36
9 H 1.8148 -1.6969 -1.4320  0.37
10 H 1.2791 -0.8567 0.8548  0.33
11 H 1.4553 0.4940 -0.2589  0.29
12 H -1.1041 -0.7063 0.8755  0.20
13 H 0.1223 0.9840 2.2707  0.36
14 H 0.0404 2.1433 0.9305  0.35
15 H -1.4494 1.6197 1.7378  0.39